(i)
Computed, not measured: a structure of composition C40H49KN5O2, with ωB97M-V/def2-TZVPD.

Values from the calculation:
Lowest unoccupied orbital energy = 2.3 eV
Molar mass = 670.963 g/mol
HOMO-LUMO gap = 7.31 eV
HOMO energy = -4.994 eV
Net charge = -1
Spin multiplicity = 1

Each line ends with the Löwdin charge.
Positions of all 97 atoms, in Å:
K: -0.479 -0.436 0.409  0.800
O: 0.866 0.858 1.823  -0.377
C: 0.010 1.067 2.860  -0.540
C: -1.082 2.183 2.532  -0.030
C: -2.391 1.976 1.741  -0.263
C: -3.542 2.656 2.136  -0.040
C: -4.704 2.479 1.406  -0.066
C: -4.719 1.622 0.320  -0.045
C: -3.546 0.953 -0.031  -0.232
C: -3.557 0.002 -1.250  -0.030
C: -3.144 -1.523 -1.151  -0.547
O: -1.808 -1.653 -1.057  -0.377
C: -3.841 -2.200 0.041  -0.126
C: -3.223 -3.301 0.629  -0.011
C: -3.817 -3.965 1.685  -0.096
C: -5.037 -3.539 2.192  -0.119
C: -5.654 -2.437 1.629  -0.091
C: -5.059 -1.778 0.560  -0.045
C: -3.674 -2.194 -2.438  -0.132
C: -2.755 -2.653 -3.369  -0.019
C: -3.180 -3.243 -4.550  -0.094
C: -4.531 -3.386 -4.819  -0.119
C: -5.459 -2.932 -3.892  -0.100
C: -5.029 -2.343 -2.715  -0.040
N: -2.431 1.184 0.670  0.103
C: 0.790 1.624 4.076  -0.147
C: 0.239 1.688 5.352  -0.041
C: 0.961 2.201 6.416  -0.099
C: 2.254 2.665 6.215  -0.120
C: 2.809 2.605 4.948  -0.094
C: 2.084 2.086 3.885  -0.017
C: -0.651 -0.265 3.357  -0.176
C: -1.976 -0.389 3.737  -0.036
C: -2.485 -1.612 4.169  -0.078
C: -1.662 -2.718 4.248  -0.105
C: -0.323 -2.603 3.887  -0.080
C: 0.171 -1.396 3.438  -0.041
H: -0.497 2.934 1.995  0.117
H: -1.370 2.657 3.475  0.103
H: -3.518 3.306 3.001  0.107
H: -5.609 3.003 1.692  0.101
H: -5.623 1.458 -0.252  0.105
H: -2.884 0.407 -2.011  0.114
H: -4.567 0.098 -1.662  0.099
H: -2.260 -3.597 0.237  0.112
H: -3.313 -4.817 2.126  0.097
H: -5.492 -4.059 3.027  0.092
H: -6.599 -2.078 2.019  0.095
H: -5.553 -0.915 0.139  0.091
H: -1.707 -2.539 -3.128  0.105
H: -2.445 -3.594 -5.265  0.094
H: -4.858 -3.850 -5.742  0.089
H: -6.520 -3.042 -4.083  0.092
H: -5.765 -2.008 -1.995  0.103
H: -0.764 1.311 5.516  0.110
H: 0.517 2.231 7.404  0.093
H: 2.825 3.065 7.044  0.089
H: 3.820 2.959 4.782  0.093
H: 2.489 2.001 2.886  0.106
H: -2.648 0.458 3.682  0.106
H: -3.536 -1.690 4.420  0.099
H: -2.061 -3.672 4.572  0.095
H: 0.332 -3.464 3.945  0.099
H: 1.204 -1.283 3.134  0.109
N: 3.327 0.484 -0.271  0.018
C: 4.301 -0.547 0.042  -0.301
C: 3.709 -1.934 -0.199  -0.213
C: 2.543 -2.245 0.725  -0.227
C: 1.763 -3.502 0.387  -0.289
N: 1.145 -3.418 -0.931  0.018
H: 3.730 1.412 -0.321  0.060
H: 2.620 0.556 0.458  0.025
H: 4.694 -0.469 1.071  0.105
H: 5.160 -0.421 -0.627  0.102
H: 4.484 -2.704 -0.101  0.108
H: 3.366 -1.973 -1.234  0.102
H: 1.869 -1.384 0.719  0.054
H: 2.890 -2.295 1.764  0.117
H: 1.032 -3.692 1.189  0.097
H: 2.444 -4.362 0.372  0.108
H: 0.449 -2.679 -0.978  0.030
H: 0.626 -4.264 -1.134  0.065
N: 0.324 0.511 -2.106  -0.011
C: -0.084 1.568 -3.017  -0.296
C: 0.679 2.851 -2.726  -0.209
C: 0.382 3.472 -1.361  -0.293
N: 1.379 3.133 -0.349  0.010
H: 1.250 0.166 -2.333  0.070
H: -0.327 -0.275 -2.132  0.026
H: -1.155 1.735 -2.861  0.099
H: 0.031 1.291 -4.079  0.103
H: 0.460 3.580 -3.515  0.098
H: 1.753 2.654 -2.791  0.105
H: -0.640 3.187 -1.059  0.101
H: 0.383 4.561 -1.469  0.099
H: 1.236 2.191 0.016  0.020
H: 1.239 3.733 0.459  0.053

(ii)
Computed, not measured: a structure of composition C40H49KN5O2, with ωB97M-V/def2-TZVPD.

Values from the calculation:
Lowest unoccupied orbital energy = 2.3 eV
Molar mass = 670.963 g/mol
HOMO-LUMO gap = 6.89 eV
HOMO energy = -4.600 eV
Net charge = -1
Spin multiplicity = 1

Each line ends with the Löwdin charge.
Positions of all 97 atoms, in Å:
K: 0.363 -0.040 -0.240  0.841
O: 1.626 1.079 1.038  -0.405
C: 0.836 1.349 2.092  -0.559
C: -0.179 2.541 1.824  -0.037
C: -1.447 2.327 1.042  -0.281
C: -2.590 3.031 1.431  -0.036
C: -3.749 2.893 0.690  -0.063
C: -3.751 2.039 -0.398  -0.041
C: -2.581 1.353 -0.725  -0.255
C: -2.568 0.419 -1.901  -0.033
C: -2.094 -1.089 -1.669  -0.520
O: -0.758 -1.197 -1.586  -0.431
C: -2.809 -1.759 -0.474  -0.125
C: -2.225 -2.924 0.019  -0.012
C: -2.850 -3.694 0.986  -0.094
C: -4.076 -3.299 1.503  -0.118
C: -4.658 -2.128 1.045  -0.095
C: -4.034 -1.370 0.062  -0.043
C: -2.651 -1.842 -2.928  -0.129
C: -1.734 -2.293 -3.868  -0.020
C: -2.150 -2.937 -5.026  -0.093
C: -3.501 -3.148 -5.258  -0.120
C: -4.427 -2.714 -4.319  -0.101
C: -4.005 -2.068 -3.166  -0.041
N: -1.460 1.526 -0.022  0.106
C: 1.660 1.868 3.311  -0.144
C: 1.172 1.878 4.616  -0.038
C: 1.944 2.365 5.661  -0.100
C: 3.220 2.858 5.417  -0.120
C: 3.711 2.857 4.119  -0.093
C: 2.936 2.361 3.079  -0.022
C: 0.118 0.071 2.591  -0.185
C: -1.232 -0.061 2.898  -0.026
C: -1.749 -1.270 3.347  -0.081
C: -0.925 -2.369 3.509  -0.105
C: 0.430 -2.250 3.222  -0.076
C: 0.937 -1.045 2.769  -0.037
H: 0.426 3.269 1.280  0.125
H: -0.448 2.996 2.779  0.111
H: -2.556 3.680 2.297  0.108
H: -4.644 3.442 0.961  0.102
H: -4.645 1.908 -0.994  0.107
H: -1.857 0.786 -2.642  0.110
H: -3.556 0.426 -2.363  0.107
H: -1.267 -3.218 -0.393  0.116
H: -2.383 -4.606 1.340  0.099
H: -4.573 -3.896 2.260  0.093
H: -5.610 -1.803 1.450  0.095
H: -4.530 -0.480 -0.297  0.094
H: -0.686 -2.128 -3.654  0.106
H: -1.417 -3.276 -5.749  0.094
H: -3.834 -3.646 -6.162  0.089
H: -5.486 -2.883 -4.485  0.092
H: -4.743 -1.746 -2.441  0.104
H: 0.181 1.489 4.824  0.113
H: 1.552 2.358 6.671  0.092
H: 3.826 3.230 6.234  0.088
H: 4.705 3.240 3.919  0.093
H: 3.306 2.326 2.060  0.105
H: -1.903 0.782 2.804  0.106
H: -2.807 -1.354 3.563  0.099
H: -1.334 -3.313 3.850  0.096
H: 1.092 -3.096 3.368  0.099
H: 1.993 -0.932 2.553  0.117
N: 4.357 0.836 -0.895  0.017
C: 5.257 -0.257 -0.525  -0.300
C: 4.612 -1.608 -0.816  -0.214
C: 3.443 -1.880 0.123  -0.218
C: 2.630 -3.119 -0.247  -0.283
N: 2.013 -2.968 -1.565  0.020
H: 4.782 1.732 -0.697  0.059
H: 3.507 0.799 -0.335  0.023
H: 5.552 -0.233 0.537  0.104
H: 6.171 -0.157 -1.117  0.100
H: 5.365 -2.397 -0.713  0.107
H: 4.244 -1.614 -1.843  0.102
H: 2.781 -1.014 0.098  0.062
H: 3.809 -1.991 1.148  0.116
H: 1.896 -3.295 0.554  0.096
H: 3.292 -3.992 -0.281  0.106
H: 1.347 -2.199 -1.544  0.025
H: 1.469 -3.792 -1.789  0.063
N: 1.172 0.870 -2.687  -0.005
C: 0.665 1.958 -3.515  -0.288
C: 1.436 3.262 -3.287  -0.197
C: 1.276 3.861 -1.880  -0.284
N: 2.476 3.628 -1.069  0.005
H: 2.062 0.538 -3.040  0.076
H: 0.519 0.084 -2.637  0.019
H: -0.384 2.125 -3.263  0.093
H: 0.700 1.730 -4.592  0.102
H: 1.112 3.987 -4.039  0.096
H: 2.501 3.073 -3.442  0.104
H: 0.367 3.451 -1.418  0.095
H: 1.138 4.943 -1.963  0.098
H: 2.489 2.647 -0.802  0.023
H: 2.391 4.120 -0.188  0.051

Of all the structures shown, which is most stable? (i), and (ii) is the least stable.